ORCA calculation (ωB97M-V with the def2-TZVPD basis set) on a molecular structure, C42H28F10IrN9Se.

CARTESIAN COORDINATES (ANGSTROEM)
Ir 0.095 0.009 0.960
C 2.239 -0.219 3.414
N 1.953 0.346 2.087
C 2.176 1.815 2.078
C 0.929 2.560 2.458
N -0.276 1.991 1.802
C -1.392 2.590 2.133
C -2.556 1.709 2.582
F -2.088 1.212 3.808
C -3.818 2.428 2.911
F -4.851 1.696 3.276
C -3.912 3.758 2.911
F -5.020 4.417 3.210
C -2.742 4.548 2.620
F -2.897 5.851 2.644
C -1.543 4.009 2.308
F -0.549 4.860 2.007
C 2.661 -0.280 0.904
C 2.348 -1.759 0.903
N 0.908 -1.895 0.751
C 0.455 -3.169 0.442
C 1.275 -4.321 0.465
F 2.543 -4.285 0.936
C 0.851 -5.581 0.078
F 1.714 -6.592 0.124
C -0.450 -5.803 -0.327
F -0.863 -7.008 -0.706
C -1.310 -4.724 -0.299
F -2.586 -4.876 -0.650
C -0.870 -3.470 0.086
F -1.823 -2.527 0.125
H 3.299 -0.123 3.663
H 1.934 -1.260 3.457
H 1.650 0.329 4.147
H 2.502 2.136 1.093
H 2.983 2.082 2.765
H 1.076 3.621 2.286
H 0.749 2.427 3.529
H 4.688 -0.652 1.454
H 2.101 1.260 -0.427
H 2.743 -2.190 1.826
H 2.913 -2.226 0.090
Se 2.702 -2.742 -5.538
N 1.062 -2.478 -4.911
C 1.185 -1.820 -3.787
C 0.050 -1.403 -2.983
C -1.269 -1.641 -3.372
C -2.273 -1.139 -2.585
C -1.949 -0.487 -1.401
N -0.703 -0.297 -0.971
C 0.310 -0.723 -1.797
C 1.683 -0.443 -1.408
N 1.828 0.310 -0.188
C 4.142 0.003 0.768
C 4.715 -0.157 -0.610
C 4.160 -0.482 -1.782
C 2.770 -0.793 -2.131
C 2.526 -1.510 -3.374
N 3.483 -1.914 -4.173
H -1.466 -2.179 -4.289
H -3.315 -1.263 -2.843
H -2.744 -0.132 -0.769
H 4.373 1.019 1.102
H 5.785 0.017 -0.635
H 4.832 -0.565 -2.627
C 0.128 4.170 -0.865
C -0.116 3.300 -1.928
C 0.951 2.759 -2.694
C 0.703 1.956 -3.779
C -0.618 1.661 -4.140
C -1.690 2.175 -3.397
C -1.443 2.976 -2.310
C -0.869 0.809 -5.262
N -1.089 0.110 -6.148
H -0.691 4.630 -0.333
H 1.134 4.464 -0.598
H 1.972 3.023 -2.441
H 1.518 1.562 -4.373
H -2.704 1.950 -3.700
H -2.269 3.394 -1.747
C -4.169 -1.388 2.384
C -4.033 -0.267 1.656
C -2.719 0.442 1.608
N -1.632 -0.451 1.871
C -1.818 -1.515 2.687
C -3.042 -1.990 3.030
H -5.136 -1.872 2.438
H -4.870 0.165 1.123
H -2.579 0.931 0.637
H -0.904 -2.012 2.995
H -3.143 -2.856 3.665

Properties
Expectation value of S² = 0.798
Net charge = +1
Multiplicity = 2
Strongest force on any atom = 0.68 eV Å⁻¹
LUMO level (spin up / spin down) = -4.20 / -4.23 eV
Frontier orbital gap (spin up / spin down) = 5.1 / 5.0 eV